Here is C38H45BN3O7PRhS3Te as an isolated structure from the OMol25 dataset. Energies are from ωB97M-V/def2-TZVPD.

Atoms and positions in Å:
Rh (0.056433, 0.120801, -0.251103)
C (-0.582037, 3.726616, 2.290505)
C (-1.379112, 3.177650, 3.332193)
C (-1.680116, 1.851203, 3.328358)
C (-1.210942, 1.011626, 2.279159)
N (-0.441028, 1.566311, 1.280762)
C (-0.147337, 2.875691, 1.312666)
C (-1.412238, -0.385645, 2.211690)
C (-2.191990, -1.126047, 3.136744)
C (-2.174475, -2.487336, 3.110085)
C (-1.381291, -3.158740, 2.155718)
C (-0.701610, -2.404296, 1.239061)
N (-0.728376, -1.059023, 1.225402)
H (-0.309552, 4.771845, 2.265891)
H (-1.725946, 3.807494, 4.141493)
H (-2.253134, 1.420911, 4.137717)
H (0.493038, 3.230641, 0.511701)
H (-2.792521, -0.600276, 3.865841)
H (-2.767401, -3.049461, 3.820910)
H (-1.304671, -4.235429, 2.129383)
H (-0.090180, -2.867085, 0.474818)
Te (-2.855262, 1.275491, -0.670091)
C (-2.687246, 2.702876, -2.184321)
C (-1.640895, 3.626049, -2.158654)
C (-1.461797, 4.504293, -3.217910)
C (-2.309270, 4.448947, -4.317651)
C (-3.351885, 3.534647, -4.343276)
C (-3.553918, 2.671112, -3.273217)
H (-0.977275, 3.669111, -1.303019)
H (-0.648234, 5.218415, -3.192670)
H (-2.150968, 5.112626, -5.157540)
H (-4.014258, 3.489317, -5.198425)
H (-4.367914, 1.957168, -3.303194)
N (0.864539, 1.274980, -1.912723)
C (0.867392, 0.628929, -3.218281)
C (2.015048, -0.018382, -3.633395)
C (2.020155, -0.685010, -4.850079)
C (0.880841, -0.716323, -5.644464)
C (-0.271930, -0.070165, -5.202682)
C (-0.278922, 0.616685, -3.995535)
S (0.916418, -1.515310, -7.249856)
O (-0.408772, -2.102018, -7.382748)
O (1.997454, -2.482131, -7.134338)
O (1.183068, -0.420548, -8.168076)
H (0.403435, 2.178302, -1.958884)
H (1.824350, 1.443336, -1.622230)
H (2.893026, -0.024963, -2.994125)
H (2.902202, -1.212613, -5.190614)
H (-1.161312, -0.117189, -5.818955)
H (-1.178702, 1.116314, -3.650371)
C (6.141209, 0.046768, 1.403142)
C (5.648118, -0.914863, 2.468405)
C (6.010237, -0.505275, 3.883400)
O (4.232698, -1.176081, 2.342891)
P (2.970941, -0.212731, 2.404787)
S (1.614595, -0.853963, 3.612940)
S (2.485008, 0.119209, 0.456948)
O (3.650290, 1.154054, 2.917441)
C (2.819945, 2.321959, 3.126806)
C (3.276759, 3.403580, 2.172626)
C (2.952035, 2.712416, 4.581218)
H (7.232494, 0.093375, 1.437918)
H (5.742309, 1.047976, 1.563638)
H (5.837459, -0.292420, 0.412341)
H (6.078382, -1.897016, 2.271171)
H (5.628956, 0.488887, 4.111780)
H (7.097821, -0.499948, 3.990908)
H (5.590753, -1.211751, 4.600262)
H (1.780354, 2.050946, 2.928018)
H (4.319214, 3.665131, 2.372213)
H (2.661451, 4.297186, 2.298135)
H (3.197591, 3.058266, 1.141657)
H (3.998056, 2.921257, 4.820447)
H (2.597636, 1.903289, 5.220208)
H (2.361324, 3.608107, 4.786893)
C (-2.639761, -6.445929, -5.894747)
C (-1.379701, -5.912883, -5.214360)
C (-0.787629, -7.034493, -4.348714)
C (-0.372446, -5.521523, -6.305347)
C (-1.674547, -4.699995, -4.329300)
C (-2.958153, -4.181818, -4.168074)
C (-3.225737, -3.071553, -3.358776)
C (-2.156164, -2.507415, -2.717704)
O (-2.121213, -1.411750, -1.869826)
B (-0.770436, -1.258906, -1.532926)
O (-0.001641, -2.259968, -2.107912)
C (-0.881327, -3.009773, -2.865574)
C (-0.604294, -4.090414, -3.656944)
H (-2.370384, -7.296011, -6.525853)
H (-3.101378, -5.692011, -6.536213)
H (-3.383364, -6.788620, -5.170802)
H (-0.557596, -7.905663, -4.969035)
H (-1.490863, -7.341710, -3.570550)
H (0.136291, -6.717668, -3.862057)
H (-0.186867, -6.374906, -6.963855)
H (0.583923, -5.207535, -5.884146)
H (-0.742084, -4.688462, -6.906491)
H (-3.787805, -4.635444, -4.692131)
H (-4.226428, -2.674011, -3.252709)
H (0.414492, -4.437890, -3.768817)

Atomic forces in eV per Å
0.3 0.0 0.1
0.0 0.0 0.0
0.0 0.0 0.0
0.0 0.0 0.0
0.0 0.0 0.1
0.1 0.3 -0.1
0.0 -0.2 0.0
0.1 0.0 0.0
0.0 0.0 0.0
0.0 -0.1 0.0
0.0 0.0 0.1
0.0 0.2 0.0
-0.2 -0.2 0.0
0.0 0.0 0.0
0.0 0.0 0.0
0.0 0.0 0.0
0.0 0.0 0.0
0.0 0.0 0.0
0.0 0.0 0.0
0.0 0.0 0.0
0.0 0.0 0.0
-0.1 -0.2 0.1
0.1 0.0 0.0
-0.1 0.1 -0.1
0.0 -0.1 0.0
0.0 0.0 0.0
0.0 0.0 0.1
0.1 0.1 -0.1
0.0 0.0 0.0
0.0 0.0 0.0
0.0 0.0 0.0
0.0 0.0 0.0
0.0 0.0 0.0
0.0 -0.1 0.0
0.1 0.2 0.2
0.1 -0.1 0.0
0.0 -0.1 -0.1
0.0 0.2 0.3
0.1 0.0 -0.1
-0.1 -0.1 -0.1
0.0 -0.1 0.0
-0.1 0.0 0.0
0.0 -0.1 0.0
0.0 0.0 0.0
-0.1 -0.1 -0.1
0.0 0.1 0.0
0.0 0.0 0.0
0.0 0.0 0.0
0.0 0.0 0.0
0.1 0.0 0.0
0.0 0.0 0.0
-0.1 0.0 -0.1
0.0 0.1 0.0
0.1 -0.1 0.2
0.1 0.0 0.0
-0.2 -0.1 0.1
-0.2 0.0 -0.3
0.1 0.2 0.0
0.0 -0.2 0.1
0.0 0.0 0.0
0.0 0.0 0.1
0.0 0.0 0.0
0.0 0.0 0.0
0.0 0.0 0.0
0.0 0.0 0.0
0.0 0.0 0.0
0.0 0.0 0.0
0.0 0.0 0.0
0.0 0.0 -0.1
0.0 0.0 0.0
0.0 0.0 0.0
0.0 0.0 0.0
0.0 0.0 0.0
0.0 0.0 0.0
0.0 0.0 0.0
0.0 0.0 0.0
0.0 0.0 0.0
0.0 0.0 0.0
0.0 0.1 0.0
0.1 0.0 0.0
0.0 0.1 0.0
0.0 -0.1 -0.1
-0.2 0.1 0.1
0.2 -0.1 -0.1
-0.2 0.1 0.0
0.0 0.1 0.0
0.2 0.0 0.1
0.0 -0.1 -0.1
0.0 0.0 0.0
0.0 0.0 0.0
0.0 0.0 0.0
0.0 0.0 0.0
0.0 0.0 0.0
0.0 0.0 0.0
0.0 0.0 0.0
0.0 0.0 0.0
0.0 0.0 0.0
0.0 0.0 0.0
0.0 0.0 0.0
0.0 0.0 0.0

Properties
* net charge: -1
* energy: -4105.5612 Eh
* HOMO energy (spin up / spin down): -3.567 / -5.655 eV
* 2S+1: 5
* ΔE to the lowest compared entry with this formula, charge and spin: 0.6738 eV

=====

Here is C32H25LaN12O3S2 as an isolated structure at a distorted geometry from the OMol25 dataset. Energies are from ωB97M-V/def2-TZVPD.

Atoms and positions in Å:
La (0.331316, -0.611230, 0.959273)
N (3.692772, 1.388191, 1.294283)
C (3.658581, 0.372419, 2.197494)
N (2.809593, -0.612465, 2.157299)
C (3.068405, -1.550564, 3.142115)
C (4.091783, -1.238941, 3.970156)
S (4.816987, 0.253507, 3.485016)
C (2.238133, -2.763414, 3.179173)
C (2.480902, -3.871040, 3.917537)
S (1.243157, -5.040583, 3.626607)
C (0.501125, -3.946612, 2.481780)
N (1.125399, -2.806719, 2.371849)
N (-0.656278, -4.245480, 1.865558)
H (2.958329, 1.384185, 0.590915)
H (3.963429, 2.296365, 1.630648)
H (4.444872, -1.779514, 4.830813)
H (3.306565, -4.073441, 4.577156)
H (-0.895537, -5.211637, 1.743757)
H (-1.016593, -3.585768, 1.164518)
O (-1.327890, 0.212841, -1.054428)
C (-2.165910, -0.746463, -1.728647)
C (-2.056981, -2.156196, -1.050316)
O (-2.629943, -3.077947, -1.626855)
O (-1.398507, -2.195808, 0.028993)
C (-1.711248, -0.890587, -3.178496)
C (-2.612911, -0.975921, -4.233139)
C (-2.159524, -1.131389, -5.535262)
C (-0.799948, -1.204799, -5.800615)
C (0.104970, -1.141324, -4.751551)
C (-0.348922, -0.995055, -3.449442)
C (-3.583481, -0.191412, -1.623806)
C (-4.675106, -0.950549, -1.226653)
C (-5.938508, -0.375503, -1.146309)
C (-6.128229, 0.958881, -1.465476)
C (-5.039766, 1.723535, -1.867788)
C (-3.782258, 1.150500, -1.942887)
H (-0.542941, 0.402880, -1.590838)
H (-3.674882, -0.925033, -4.033583)
H (-2.875348, -1.195007, -6.346488)
H (-0.446029, -1.318329, -6.817952)
H (1.168545, -1.215298, -4.938466)
H (0.376324, -1.002812, -2.641339)
H (-4.535114, -1.995458, -0.989488)
H (-6.777170, -0.980349, -0.822847)
H (-7.113340, 1.404656, -1.394057)
H (-5.170792, 2.769748, -2.117562)
H (-2.933275, 1.747353, -2.251699)
N (-0.012904, 4.316822, 1.028597)
C (-0.278929, 3.039400, 0.606218)
N (0.181905, 2.130631, 1.406073)
C (0.816928, 2.825641, 2.421809)
C (1.431471, 2.336908, 3.572141)
C (1.998480, 3.257787, 4.431993)
C (1.931473, 4.637655, 4.175064)
C (1.281905, 5.136304, 3.059742)
C (0.719589, 4.203050, 2.194321)
H (-0.279816, 5.160275, 0.557442)
H (-0.841883, 2.836788, -0.291285)
H (1.419185, 1.272778, 3.785943)
H (2.486076, 2.911073, 5.334169)
H (2.383616, 5.328765, 4.876136)
H (1.209284, 6.201791, 2.879171)
N (1.584316, -2.112508, -0.707377)
C (2.221323, -2.882189, -1.314576)
N (2.827196, -3.815551, -1.957149)
C (3.999413, -3.726765, -2.528815)
N (5.030830, -3.763303, -3.064808)
C (-1.096911, -0.277745, 2.902624)
H (-2.179675, -0.494522, 2.936838)
H (-0.847409, 0.165052, 3.888645)
N (2.050038, 3.442890, -4.701286)
C (2.318557, 2.871617, -3.726269)
N (2.726562, 2.294275, -2.627086)
C (2.037442, 1.615214, -1.792479)
N (1.497186, 1.025452, -0.934749)

Atomic forces in eV per Å
-1.6 0.4 1.2
0.0 -0.1 0.1
0.0 0.1 0.0
0.1 0.0 0.0
0.0 -0.1 0.0
0.0 0.0 0.0
0.0 0.0 0.0
0.0 0.1 0.0
0.0 0.0 0.0
0.0 0.0 0.0
0.0 0.1 0.0
0.2 -0.1 -0.1
0.0 0.0 -0.1
0.0 0.0 0.0
0.0 0.0 0.0
0.0 0.0 0.0
0.0 0.0 0.0
0.0 0.0 0.0
0.0 0.0 0.0
0.3 -0.1 0.0
0.0 0.1 0.0
0.0 0.0 -0.1
0.0 0.0 0.1
0.1 0.0 0.0
0.0 0.0 0.0
0.0 0.0 0.0
0.0 0.0 0.0
0.0 0.0 0.0
0.0 0.0 0.0
0.0 0.0 0.0
0.0 0.0 0.0
0.0 0.0 0.0
0.0 0.0 0.0
0.0 0.0 0.0
0.0 0.0 0.0
0.0 0.0 0.0
-0.1 0.1 -0.1
0.0 0.0 0.0
0.0 0.0 0.0
0.0 0.0 0.0
0.0 0.0 0.0
0.0 0.0 0.0
0.0 0.0 0.0
0.0 0.0 0.0
0.0 0.0 0.0
0.0 0.0 0.0
0.0 0.0 0.0
0.1 0.0 0.0
-0.1 0.0 0.0
0.4 0.1 -0.2
-0.2 -0.1 0.2
0.0 0.0 0.0
0.0 0.0 0.0
0.0 0.0 0.0
0.0 0.0 0.0
0.0 0.1 0.0
0.0 0.0 0.0
0.0 0.0 0.0
0.0 0.0 0.0
0.0 0.0 0.0
0.0 0.0 0.0
0.0 0.0 0.0
0.4 -0.6 -0.6
0.1 0.2 0.1
-0.2 -0.3 0.0
0.1 0.2 0.0
0.0 0.0 0.0
0.3 0.0 -0.1
0.0 -0.3 0.1
-0.1 0.2 0.0
0.0 0.0 0.0
-0.3 0.1 0.0
0.5 -0.1 0.0
-0.3 0.1 0.1
0.3 0.1 -0.4

Properties
* net charge: -2
* energy: -2945.3384 Eh
* HOMO energy (spin up / spin down): 0.992 / 0.994 eV
* ΔE to the lowest compared entry with this formula, charge and spin: 2.2834 eV

=====

Question: Which value of net charge does entry 2 give?
Answer: -2